# CH10N2O3

A cluster of 4 separate species, CH10N2O3 in total in a non-equilibrium geometry (the ωB97M-V functional and the def2-TZVPD basis, the OMol25 dataset).

HOMO	-9.280	eV
LUMO level	0.859	eV
calculated total energy	-10321.57262	eV
structure (SMILES)	[H]/N=C/N.O.O.O
HOMO-LUMO gap	10.14	eV

Last column: Löwdin charge in e.
CARTESIAN COORDINATES (ANGSTROEM)
N 0.931 -0.870 -2.119  0.054
C -0.429 -0.894 -1.939  -0.376
N -1.036 -0.512 -0.868  0.066
H 1.519 -0.182 -1.635  0.052
H 1.481 -1.709 -2.236  0.083
H -0.961 -1.280 -2.815  0.105
H -1.989 -0.305 -1.222  0.047
H -0.897 1.238 1.038  0.014
H -0.480 1.331 2.523  0.024
O -0.357 1.743 1.664  -0.074
H -0.778 -1.589 1.905  0.035
H -1.602 -1.410 3.154  0.038
O -0.929 -0.971 2.630  -0.055
H 2.615 1.551 -0.347  0.041
H 1.155 1.738 0.302  0.009
O 1.718 1.227 -0.285  -0.063


# CH10N3O3Ru

A structure of composition CH10N3O3Ru in a non-equilibrium geometry (the ωB97M-V functional and the def2-TZVPD basis, the OMol25 dataset).

HOMO (spin up / spin down)	-11.902 / -14.130	eV
LUMO level (spin up / spin down)	-5.292 / -5.551	eV
calculated total energy	-14380.06057	eV
charge	+1
multiplicity	5
HOMO-LUMO gap (spin up / spin down)	6.61 / 8.58	eV

Last column: Löwdin spin population.
CARTESIAN COORDINATES (ANGSTROEM)
C 0.090 -1.121 -2.451  -0.001
Ru 1.151 0.782 1.483  2.292
N -0.718 1.448 2.028  0.034
N 0.788 2.057 -0.462  0.072
H -0.573 1.587 3.045  0.012
H -0.971 -0.786 -2.494  0.000
H 0.100 -2.194 -2.548  0.000
H 0.805 -0.817 -1.643  -0.001
H 0.491 -0.764 -3.384  0.000
H 1.307 2.910 -0.203  0.008
H -0.205 2.348 -0.604  0.002
H 1.100 1.725 -1.405  0.002
H -1.045 2.361 1.736  0.004
H -1.546 0.847 1.996  0.005
O -0.301 -3.627 2.127  0.259
N -0.361 -2.897 1.189  0.404
O -0.868 -2.832 0.089  0.251
O 0.755 -1.028 1.501  0.657


# CH10NO3

A cluster of 4 separate species, CH10NO3 in total in a non-equilibrium geometry (the ωB97M-V functional and the def2-TZVPD basis, the OMol25 dataset).

HOMO (spin up / spin down)	-4.673 / -9.042	eV
LUMO level (spin up / spin down)	0.465 / 0.456	eV
calculated total energy	-8828.87925	eV
multiplicity	2
HOMO-LUMO gap (spin up / spin down)	5.14 / 9.50	eV

Last column: Löwdin spin population.
CARTESIAN COORDINATES (ANGSTROEM)
C -1.275 0.758 -0.497  0.568
N -0.787 0.489 0.692  0.309
H -2.340 0.686 -0.689  0.052
H -0.509 1.009 -1.282  0.043
H 0.140 0.920 0.976  0.010
H -1.216 -0.234 1.332  0.009
H 1.221 1.148 -3.622  0.000
H 0.302 1.074 -4.751  0.000
O 0.496 0.610 -3.919  0.003
H -0.700 -1.755 3.339  0.001
H -1.550 -2.291 2.225  0.000
O -0.961 -1.513 2.402  0.005
H 2.619 -1.056 1.200  0.000
H 2.560 0.407 1.566  0.000
O 1.999 -0.252 1.030  0.001


# CH10NO3

A cluster of 4 separate species, CH10NO3 in total in a non-equilibrium geometry (the ωB97M-V functional and the def2-TZVPD basis, the OMol25 dataset).

HOMO	-14.943	eV
LUMO level	-4.310	eV
calculated total energy	-8825.14234	eV
charge	+1
HOMO-LUMO gap	10.63	eV

Last column: Löwdin charge in e.
CARTESIAN COORDINATES (ANGSTROEM)
C -0.350 1.663 -0.042  0.142
N 0.075 1.368 -1.198  0.199
H -0.328 2.699 0.257  0.128
H -0.641 0.881 0.646  0.076
H 0.143 0.410 -1.596  0.095
H 0.408 2.051 -1.880  0.162
H 1.376 0.420 3.000  0.050
H 0.753 -0.366 1.876  0.007
O 1.015 0.530 2.125  -0.060
H -1.345 -1.518 2.055  0.096
H -0.673 -2.265 0.906  0.049
O -0.838 -1.385 1.218  -0.052
H -0.589 -1.688 -2.157  0.054
H 0.712 -1.484 -3.035  0.090
O 0.283 -1.317 -2.174  -0.035


# CH10NO4

A cluster of 4 separate species, CH10NO4 in total in a non-equilibrium geometry (the ωB97M-V functional and the def2-TZVPD basis, the OMol25 dataset).

HOMO	-3.645	eV
LUMO level	4.103	eV
calculated total energy	-10880.14696	eV
charge	-1
HOMO-LUMO gap	7.75	eV

Last column: Löwdin charge in e.
CARTESIAN COORDINATES (ANGSTROEM)
N 0.296 1.202 -1.800  -0.039
C 1.147 0.739 -0.640  -0.535
O 0.436 0.374 0.470  -0.365
H -0.502 1.755 -1.511  0.029
H -0.178 0.457 -2.314  0.022
H 1.937 1.528 -0.556  0.077
H 1.643 -0.272 -0.866  0.085
H 0.038 -2.158 -1.216  0.022
H -0.403 -1.046 -0.176  -0.008
O -0.630 -1.918 -0.576  -0.101
H -1.547 -3.132 2.306  0.023
H -1.439 -3.063 0.801  -0.010
O -1.708 -3.667 1.520  -0.099
H 0.386 2.256 1.472  -0.011
H 0.016 3.787 1.276  0.009
O 0.508 3.160 1.809  -0.098


# CH10NOSSi2

A structure of composition CH10NOSSi2 in a non-equilibrium geometry (the ωB97M-V functional and the def2-TZVPD basis, the OMol25 dataset).

HOMO	-11.954	eV
LUMO level	-4.239	eV
calculated total energy	-31317.98835	eV
charge	+1
HOMO-LUMO gap	7.71	eV

Last column: Löwdin charge in e.
CARTESIAN COORDINATES (ANGSTROEM)
C -1.139 1.472 -0.908  -0.361
N -1.138 2.702 -1.219  0.076
O -0.466 1.064 0.804  -0.227
Si -1.393 -1.912 -0.209  0.626
Si -0.036 0.017 -0.606  0.657
S 4.297 -2.062 2.816  0.524
H -2.210 1.159 -0.875  0.127
H 4.511 -1.592 1.581  -0.221
H -0.266 3.212 -1.594  0.175
H -2.012 3.352 -1.209  0.192
H -0.031 1.903 0.858  0.061
H -2.005 -2.215 -1.446  -0.117
H -0.676 -3.085 0.012  -0.121
H -2.448 -1.443 0.653  -0.077
H 1.318 0.496 -1.039  -0.011
H 3.697 -3.070 2.380  -0.303


# CH10Na8O8

A structure of composition CH10Na8O8 in a non-equilibrium geometry (the ωB97M-V functional and the def2-TZVPD basis, the OMol25 dataset).

HOMO	-26.774	eV
LUMO level	-21.938	eV
calculated total energy	-52838.77740	eV
charge	+6
HOMO-LUMO gap	4.84	eV

Last column: Löwdin charge in e.
CARTESIAN COORDINATES (ANGSTROEM)
Na -1.009 2.341 3.596  0.886
Na -2.484 -0.375 1.813  0.726
Na 0.550 -0.255 3.521  0.837
Na 3.352 -0.603 0.787  0.838
Na 1.483 -0.012 -2.463  0.849
Na 1.780 3.070 1.799  0.858
Na 3.519 2.673 -0.914  0.909
Na -1.807 3.326 0.914  0.813
C 0.496 0.687 0.322  -0.793
O 0.693 -0.534 0.038  -0.071
O -0.311 0.927 1.382  -0.167
O 1.121 1.599 -0.350  -0.101
O -2.768 0.195 -0.528  -0.032
H -2.165 0.331 -1.264  0.056
H -3.520 -0.275 -0.937  0.124
O 2.427 -2.563 -0.567  0.009
H 1.692 -1.951 -0.412  -0.035
H 2.856 -2.313 -1.398  0.079
O -0.796 -3.042 -1.210  0.001
H -0.366 -2.188 -1.168  -0.033
H -0.240 -3.660 -1.707  0.092
O -1.020 3.479 -1.594  -0.015
H -1.401 3.218 -2.449  0.105
H -0.147 3.078 -1.587  0.004
O -0.674 -2.316 1.853  -0.024
H -0.226 -1.775 1.188  -0.022
H -1.037 -3.062 1.333  0.107


# CH10O3S

A cluster of 4 separate species, CH10O3S in total (the ωB97M-V functional and the def2-TZVPD basis, the OMol25 dataset).

HOMO	-9.161	eV
LUMO level	0.530	eV
calculated total energy	-18176.57738	eV
structure (SMILES)	CS.O.O.O
HOMO-LUMO gap	9.69	eV

Last column: Löwdin charge in e.
CARTESIAN COORDINATES (ANGSTROEM)
C -3.443 -0.130 0.005  -0.505
S -2.520 1.370 -0.394  0.615
H -3.031 -0.527 0.919  0.013
H -4.490 0.075 0.223  0.030
H -3.292 -0.889 -0.750  0.017
H -3.463 1.972 -1.123  -0.170
H 5.094 1.455 0.811  0.029
H 3.803 2.112 0.496  0.010
O 4.525 2.162 1.137  -0.069
H -0.844 -5.138 1.195  0.031
H 0.042 -6.100 1.955  0.034
O 0.068 -5.259 1.483  -0.065
H 2.887 0.151 -1.866  0.040
H 2.742 1.515 -2.483  0.046
O 3.171 1.064 -1.739  -0.056


# CH10O3S

A cluster of 4 separate species, CH10O3S in total in a non-equilibrium geometry (the ωB97M-V functional and the def2-TZVPD basis, the OMol25 dataset).

HOMO	-9.692	eV
LUMO level	0.556	eV
calculated total energy	-18176.95028	eV
structure (SMILES)	CS.O.O.O
HOMO-LUMO gap	10.25	eV

Last column: Löwdin charge in e.
CARTESIAN COORDINATES (ANGSTROEM)
C -1.404 -1.290 -0.577  -0.454
S -1.886 -0.250 0.829  0.692
H -0.459 -1.755 -0.380  0.009
H -2.227 -1.955 -0.815  0.021
H -1.278 -0.723 -1.502  0.040
H -1.790 0.943 0.263  -0.148
H 1.879 -0.892 -2.532  0.035
H 1.306 -0.120 -1.238  -0.012
O 1.684 -0.930 -1.598  -0.063
H 0.982 2.599 -0.646  0.041
H 1.707 1.457 0.050  -0.002
O 1.636 1.912 -0.811  -0.074
H 0.279 0.111 1.507  -0.056
H 1.591 0.046 2.302  0.058
O 1.179 0.491 1.552  -0.089


> Look up the calculated total energy of the second one.

-14380.06057 eV


> Which value of calculated total energy does entry 3 give?

-8828.87925 eV